1.
Molecular formula: C4H5NO
Method: DFT, wB97M-V/def2-TZVPD

Geometry as ORCA input:
```
! RIJCOSX wB97M-V def2-TZVPD def2/J DEFGRID3
* xyz 0 1
N 0.4086 0.5391 -1.4998
C -0.3452 1.1273 -0.5726
C -0.9740 0.2198 0.3529
O 0.7502 -0.7372 -1.2247
C 0.2091 -0.9132 0.5335
C 0.7793 -1.5879 1.3719
H 1.1825 1.0890 -1.8830
H -0.1826 2.1759 -0.3694
H -1.3294 0.6753 1.2722
H -1.7122 -0.4250 -0.1263
H 1.2135 -2.1630 2.1453
*
```

E_tot = -285.1841 hartree
energy above the lowest of the compared OMol25 structures with the same formula, charge and spin = 605.04 kJ/mol

Löwdin atomic charge list, values in e, 2 entries:
1 N -0.048
2 C -0.086

2.
Molecular formula: HN3OS
Method: DFT, wB97M-V/def2-TZVPD

Geometry as ORCA input:
```
! RIJCOSX wB97M-V def2-TZVPD def2/J DEFGRID3
* xyz 0 1
N -0.1478 2.9674 -1.1652
N 0.6145 3.4384 -0.4751
S 1.6457 3.7801 0.5690
N 0.7867 0.0428 -0.2885
O 1.6632 0.3073 0.4954
H -0.0340 0.8323 -0.2110
*
```

structure (SMILES) = N#[N+][S-].N=O
E_tot = -638.1582 hartree
energy above the lowest of the compared OMol25 structures with the same formula, charge and spin = 33.23 kJ/mol

Löwdin atomic charge list, values in e, 2 entries:
1 N 0.151
2 N -0.803

3.
Molecular formula: C27H83N5O12
Method: DFT, wB97M-V/def2-TZVPD

Geometry as ORCA input:
```
! RIJCOSX wB97M-V def2-TZVPD def2/J DEFGRID3
* xyz 0 1
C 15.1310 21.8530 32.0330
O 16.0100 22.3150 33.0280
C 16.8010 21.2650 33.5490
C 18.0670 21.8010 34.2640
C 18.9880 22.5200 33.1870
N 18.9500 20.8470 34.9710
H 15.4570 21.2510 31.3370
H 14.6500 22.5600 31.1250
H 14.3970 21.0370 32.5020
H 15.9910 20.9270 34.1920
H 17.1950 20.5600 32.6800
H 17.9190 22.6110 35.1100
H 19.7140 23.2790 33.6520
H 18.2070 23.2700 32.7310
H 19.5730 21.9050 32.5340
H 18.5250 20.4140 35.7320
H 19.9760 21.0830 35.3750
C 13.6050 28.0510 33.9760
O 13.0080 26.8360 34.0920
C 13.4500 26.0620 35.3200
C 12.8230 24.7280 35.1240
C 12.7530 24.1720 33.6310
N 11.4470 24.8040 35.4710
H 13.2200 28.5400 33.1490
H 14.8410 28.2490 33.8980
H 13.3550 28.7930 35.0080
H 14.5120 26.3450 35.4270
H 13.0150 26.8060 35.9580
H 13.3260 23.9870 35.7670
H 12.2450 23.2290 33.8480
H 13.8440 24.2370 33.0980
H 12.3610 24.7200 33.0690
H 11.0540 25.3860 34.7800
H 11.5230 25.2690 36.3500
C 14.6230 32.2260 31.8220
O 14.3510 31.2770 30.8330
C 15.3410 30.3950 30.4180
C 14.9120 29.4230 29.3340
C 13.4810 28.7840 29.6300
N 16.0520 28.5330 29.1410
H 15.5840 32.8930 31.7590
H 14.7150 31.8830 32.7070
H 13.9110 32.8250 31.8390
H 16.1230 30.9810 30.3590
H 15.3500 29.7870 31.2940
H 14.8530 30.0720 28.4400
H 13.3480 28.0520 28.7890
H 12.8110 29.4550 29.8220
H 13.4580 28.0200 30.6830
H 16.7860 29.1360 28.7950
H 15.8000 27.8480 28.3950
C 8.4730 22.4510 31.5420
O 9.2050 21.4960 32.3910
C 9.3740 22.0310 33.7520
C 10.4910 21.1760 34.4250
C 9.9990 19.7160 34.4560
N 10.5100 21.6270 35.7640
H 8.0530 22.0630 30.6840
H 9.1530 23.1750 30.9330
H 7.6750 22.9280 32.1690
H 9.5050 23.0580 33.6890
H 8.3800 21.8970 34.2630
H 11.3830 21.3000 33.9930
H 9.8770 19.3910 33.4590
H 9.0290 19.6260 35.0740
H 10.8380 19.0340 35.0820
H 10.7480 22.8160 35.8410
H 9.5950 21.3640 36.1870
C 21.2700 31.0690 32.2730
O 19.8100 31.3620 32.5880
C 19.3880 30.1890 33.1790
C 17.8700 30.3630 33.4640
C 17.7870 31.5290 34.5160
N 17.3440 29.1360 34.1170
H 21.4450 31.9970 32.0650
H 21.5370 30.3960 31.3810
H 21.9700 30.7610 33.1940
H 19.3280 29.4380 32.3320
H 19.9070 29.7690 34.0740
H 17.3240 30.6030 32.4580
H 18.4960 31.6280 35.3110
H 16.7830 31.7010 34.8990
H 17.9430 32.6020 33.8580
H 18.1740 28.8480 34.7590
H 17.6130 28.3240 33.5020
C 9.9090 28.0520 34.0270
O 10.7110 27.3340 33.2040
H 10.3700 28.9540 33.8700
H 10.1280 27.8900 35.0900
H 8.8270 27.9120 34.0600
H 11.4820 27.0590 33.3870
C 13.9110 20.6580 36.1430
O 12.8490 20.3370 37.0480
H 14.8680 20.3540 36.8460
H 13.8930 21.8430 36.0540
H 13.7350 19.9810 35.1010
H 12.1030 20.7720 36.7270
C 16.6010 26.1310 32.1050
O 17.5250 27.0750 31.4590
H 15.5900 26.6330 32.5660
H 17.1740 25.7590 32.8850
H 16.3110 25.2000 31.3840
H 17.2010 27.5230 30.8360
C 11.0960 25.7060 30.1310
O 10.0990 26.7460 30.3160
H 11.9870 25.9980 30.5850
H 11.0680 25.1960 29.2550
H 10.7680 25.0740 30.7980
H 10.1130 26.7470 31.2380
C 16.0120 29.4080 37.5870
O 15.7070 28.5390 36.4090
H 17.0750 29.1950 38.0900
H 15.2230 29.5550 38.2240
H 16.1330 30.2660 36.9930
H 15.9530 29.0770 35.6390
C 11.0630 31.3910 32.0010
O 9.7290 31.6300 32.3320
H 11.8180 30.7880 32.6100
H 11.5710 32.3780 31.9850
H 11.3690 31.0900 31.0520
H 9.8740 31.6300 33.3760
C 11.8770 26.9850 38.5560
O 10.8140 25.9830 38.3970
H 11.6960 27.7610 37.8390
H 12.8150 26.1690 38.3650
H 11.7350 27.2540 39.6690
H 10.9810 25.3610 38.9510
*
```

structure (SMILES) = COC[C@H](C)N.COC[C@H](C)N.COC[C@H](C)N.COC[C@H](C)N.COC[C@H](C)N.CO.CO.CO.CO.CO.CO.CO
E_tot = -2254.1777 hartree
energy above the lowest of the compared OMol25 structures with the same formula, charge and spin = 2084.67 kJ/mol

Löwdin atomic charge list, values in e, 2 entries:
1 C -0.158
2 O -0.232

Among the records above, which one has the lowest E_tot?
C27H83N5O12

Repeat the first record exactly.
Molecular formula: C4H5NO
Method: DFT, wB97M-V/def2-TZVPD

Geometry as ORCA input:
```
! RIJCOSX wB97M-V def2-TZVPD def2/J DEFGRID3
* xyz 0 1
N 0.4086 0.5391 -1.4998
C -0.3452 1.1273 -0.5726
C -0.9740 0.2198 0.3529
O 0.7502 -0.7372 -1.2247
C 0.2091 -0.9132 0.5335
C 0.7793 -1.5879 1.3719
H 1.1825 1.0890 -1.8830
H -0.1826 2.1759 -0.3694
H -1.3294 0.6753 1.2722
H -1.7122 -0.4250 -0.1263
H 1.2135 -2.1630 2.1453
*
```

E_tot = -285.1841 hartree
energy above the lowest of the compared OMol25 structures with the same formula, charge and spin = 605.04 kJ/mol

Löwdin atomic charge list, values in e, 2 entries:
1 N -0.048
2 C -0.086

Number 1 is which compound?
C4H5NO

Which value of energy above the lowest of the compared OMol25 structures with the same formula, charge and spin does entry 2 give?
33.23 kJ/mol